140
Properties=species:S:1:pos:R:3:forces:R:3:lowdin_charge:R:1 method="wB97M-V/def2-TZVPD" energy_ev=-67810.524 multiplicity=1
Be -13.388 9.215 13.309 -2.1 0.2 -0.1 0.075
O -14.368 10.552 13.371 -0.1 -0.6 0.2 -0.227
H -15.261 10.385 13.007 0.8 0.0 0.4 0.020
O -13.893 7.605 13.678 0.3 1.4 0.4 -0.263
H -14.622 7.279 14.268 1.2 1.1 -1.0 0.004
C -20.825 9.989 13.743 -0.5 -0.2 0.2 -0.089
C -19.613 9.264 13.271 2.1 1.6 -1.1 -0.261
O -18.501 10.073 13.845 -0.4 -0.8 -0.2 -0.134
H -20.658 11.044 13.540 -0.2 0.0 -0.1 0.077
H -20.768 9.870 14.816 -0.6 0.1 0.5 0.074
H -21.807 9.668 13.379 0.3 -0.1 0.0 0.082
H -19.430 9.302 12.167 -0.3 0.1 0.8 0.115
H -19.448 8.246 13.567 -0.4 -0.6 0.4 0.102
H -18.534 9.929 14.811 0.3 0.0 -0.5 0.063
C -11.135 15.473 16.421 0.3 -0.1 0.5 -0.071
C -11.600 14.061 16.155 -1.3 -0.8 0.2 -0.284
O -12.578 13.668 17.162 0.8 1.2 0.0 -0.089
H -10.375 15.511 17.214 -0.4 0.0 0.0 0.080
H -11.970 16.153 16.674 0.3 -0.5 -0.1 0.073
H -10.653 15.828 15.526 0.2 0.3 -0.4 0.061
H -10.833 13.271 16.208 0.4 0.6 -0.2 0.098
H -12.062 13.994 15.146 0.1 0.0 0.5 0.098
H -13.152 13.014 16.790 -0.8 -0.8 -0.5 0.027
C -16.601 12.891 17.401 1.3 -0.2 -0.2 -0.055
C -16.118 12.546 15.981 -0.5 1.7 -0.7 -0.330
O -14.862 11.893 15.922 -0.1 -0.9 -0.5 -0.114
H -17.117 12.084 17.950 0.2 0.3 -0.4 0.078
H -17.213 13.774 17.295 -0.6 0.0 0.1 0.047
H -15.730 13.223 17.986 -0.2 -0.2 0.0 0.077
H -15.957 13.520 15.425 -0.5 -0.9 0.6 0.096
H -16.986 12.071 15.458 1.0 -0.3 0.1 0.097
H -14.698 11.603 14.975 -0.2 0.0 0.8 0.061
C -10.870 7.724 11.333 0.2 0.9 0.8 -0.052
C -12.332 8.095 11.130 0.7 1.5 0.2 -0.142
O -12.605 9.458 11.820 -0.8 -2.5 -0.4 -0.106
H -10.616 7.188 12.260 -0.6 0.1 -0.2 0.087
H -10.458 8.729 11.446 0.8 -0.2 -0.1 0.072
H -10.323 7.238 10.534 -0.4 -0.1 -0.4 0.074
H -13.052 7.370 11.463 -0.3 0.1 0.8 0.093
H -12.593 8.329 10.122 0.2 0.0 -0.8 0.088
H -11.846 10.032 12.045 0.2 -0.4 -0.5 0.073
C -15.845 17.531 16.380 0.5 0.0 -0.3 -0.084
C -15.011 16.264 16.492 -0.7 -0.3 0.6 -0.336
O -14.304 16.264 17.717 0.1 -0.6 0.5 -0.094
H -15.229 18.449 16.417 -0.2 -0.5 0.0 0.081
H -16.563 17.561 17.206 0.0 0.1 -0.3 0.077
H -16.333 17.478 15.394 -0.2 0.3 0.4 0.070
H -14.280 16.179 15.697 0.0 -0.1 -0.6 0.092
H -15.721 15.394 16.473 0.6 0.6 -0.2 0.092
H -13.974 15.353 17.855 0.1 0.6 -0.1 0.066
C -18.610 14.251 11.547 -0.4 -0.2 1.5 -0.070
C -17.739 13.000 11.508 1.5 1.2 -0.3 -0.287
O -17.098 12.751 12.757 0.1 0.3 0.0 -0.100
H -19.446 14.108 12.281 0.4 0.1 -0.8 0.085
H -18.980 14.445 10.563 -0.4 0.2 -0.6 0.060
H -18.084 15.164 11.896 0.1 -0.7 -0.3 0.084
H -16.928 13.158 10.771 -0.3 0.1 0.3 0.096
H -18.238 12.127 11.158 -0.9 -0.7 -0.1 0.096
H -17.524 12.013 13.195 -0.3 -0.5 0.2 0.048
C -9.071 12.441 13.042 -0.5 -2.4 -0.9 -0.072
C -10.329 13.012 12.505 -0.4 0.0 0.5 -0.292
O -11.247 11.917 12.282 0.5 0.8 -0.5 -0.098
H -9.248 11.972 14.000 0.0 -0.1 0.4 0.063
H -8.265 13.104 13.116 1.1 1.1 0.0 0.061
H -8.834 11.618 12.334 0.4 0.4 0.5 0.096
H -10.142 13.600 11.606 -0.2 -0.1 -0.2 0.120
H -10.758 13.653 13.263 -0.4 0.5 0.0 0.090
H -12.021 12.378 11.933 -0.5 -0.2 0.3 0.049
C -13.516 15.852 12.404 -0.3 0.2 0.5 -0.068
C -14.426 14.678 12.766 1.7 0.0 0.9 -0.287
O -13.555 13.550 12.853 -0.8 -1.4 -0.3 -0.117
H -14.204 16.696 12.371 0.4 0.5 -0.2 0.071
H -12.945 15.765 11.459 -0.7 -0.2 0.3 0.067
H -12.754 16.019 13.197 -0.6 -0.1 -0.3 0.074
H -15.208 14.494 12.066 -0.6 0.0 -0.8 0.087
H -14.895 14.841 13.762 0.2 0.1 -0.5 0.102
H -14.093 12.720 12.766 0.6 0.6 0.5 0.075
C -10.816 9.928 16.329 0.6 0.1 -0.9 -0.046
C -11.765 10.515 15.274 0.6 -0.7 0.3 -0.184
O -11.863 9.516 14.196 -1.0 0.1 1.0 -0.073
H -10.176 10.757 16.588 0.2 0.2 0.9 0.062
H -10.118 9.247 15.806 -0.4 0.1 0.1 0.093
H -11.188 9.411 17.200 -0.5 0.1 0.1 0.075
H -11.229 11.391 14.925 -0.5 -0.1 -0.8 0.081
H -12.771 10.800 15.576 0.1 -0.1 0.3 0.103
H -12.143 8.721 14.688 0.4 -0.4 -0.1 0.106
C -17.773 7.870 18.199 1.2 -1.9 -0.6 -0.085
C -16.492 8.361 17.479 -1.4 1.4 1.5 -0.290
O -17.024 9.231 16.518 -1.1 -0.8 -1.6 -0.086
H -18.446 7.434 17.435 0.1 0.4 0.5 0.078
H -18.260 8.599 18.832 0.0 0.5 -0.3 0.068
H -17.473 7.059 18.861 -0.2 -0.3 0.2 0.062
H -15.831 7.627 17.016 -0.4 -0.3 0.0 0.107
H -15.931 8.888 18.255 0.4 0.2 -0.3 0.111
H -16.758 10.124 16.430 1.4 1.1 0.4 0.030
C -17.199 11.411 5.136 -0.6 0.5 -0.2 -0.094
C -16.076 12.408 5.382 -0.8 0.6 -0.7 -0.319
O -15.796 12.550 6.748 1.7 -1.4 0.9 -0.129
H -17.981 11.568 5.893 0.0 0.3 -0.4 0.075
H -16.919 10.383 5.285 0.4 -0.5 -0.2 0.058
H -17.620 11.567 4.118 0.2 -0.3 0.7 0.085
H -16.457 13.403 5.111 0.2 -0.2 -0.4 0.109
H -15.195 12.196 4.746 -0.2 0.1 0.5 0.126
H -15.042 11.936 6.994 -0.9 1.2 -0.1 0.094
C -12.365 13.971 8.496 -0.9 0.9 0.1 -0.060
C -13.179 12.799 8.957 0.3 0.7 0.7 -0.309
O -13.279 11.900 7.875 -0.4 -0.7 -0.2 -0.072
H -12.951 14.443 7.703 0.4 0.1 -0.2 0.068
H -11.399 13.673 8.144 0.5 -0.2 -0.3 0.073
H -12.255 14.738 9.272 0.0 -0.3 0.0 0.071
H -14.146 13.151 9.333 -0.2 -0.1 -0.3 0.108
H -12.702 12.313 9.796 0.3 -0.3 0.3 0.098
H -13.281 11.022 8.264 -0.1 -0.3 -0.1 0.086
C -20.282 15.077 15.954 1.6 0.9 0.6 -0.063
C -18.840 15.206 15.375 -0.5 0.3 -0.1 -0.307
O -18.417 13.931 14.949 -0.3 -0.4 -0.1 -0.117
H -20.850 14.695 15.139 -0.9 -0.6 -0.2 0.052
H -20.700 16.044 16.282 0.3 -0.2 -0.3 0.073
H -20.269 14.444 16.862 -0.1 0.0 -0.7 0.080
H -18.138 15.554 16.127 0.1 0.3 0.3 0.077
H -18.786 15.916 14.520 -0.3 -0.2 0.5 0.117
H -17.925 13.951 14.115 0.0 0.0 0.1 0.040
C -15.541 15.975 6.904 0.0 0.4 -0.6 -0.085
C -16.801 15.643 7.704 0.1 0.4 -0.6 -0.317
O -16.501 14.666 8.662 -0.2 -0.7 0.2 -0.100
H -15.035 15.069 6.560 -0.3 -0.1 0.0 0.053
H -14.786 16.528 7.443 0.1 0.1 0.7 0.065
H -15.724 16.600 6.026 -0.3 -0.1 -0.1 0.072
H -17.622 15.342 7.007 0.5 -0.1 0.4 0.117
H -17.185 16.478 8.280 0.1 0.4 -0.1 0.106
H -16.230 13.898 8.140 0.1 -0.3 0.1 0.036
C -17.318 9.836 8.666 0.9 1.8 0.1 -0.073
C -16.178 9.756 9.715 0.1 -0.4 -0.9 -0.259
O -15.085 8.896 9.258 -0.7 0.3 0.0 -0.105
H -18.134 10.452 9.068 0.0 -0.4 0.1 0.070
H -17.714 8.893 8.317 0.0 -0.4 0.1 0.070
H -16.975 10.447 7.809 0.0 -0.6 0.2 0.045
H -16.597 9.376 10.648 0.2 -0.1 0.2 0.099
H -15.719 10.759 9.912 -0.4 -0.8 -0.2 0.115
H -15.456 8.150 8.750 0.1 0.6 0.4 0.085

66
Properties=species:S:1:pos:R:3:forces:R:3:nbo_charge:R:1 method="wB97M-V/def2-TZVPD" charge=+1 energy_ev=-87179.686 de_lowest_kcal_mol=0.0 multiplicity=1
C -2.571 2.993 3.437 0.3 0.3 0.2 -0.267
O -2.738 1.795 2.649 0.2 -0.3 0.0 -0.477
C -1.762 0.933 2.525 -1.0 -0.1 1.2 0.452
C -2.080 -0.458 2.544 0.0 -0.4 0.0 -0.232
C -1.043 -1.379 2.805 -0.1 0.4 -0.6 -0.122
C -1.265 -2.727 2.603 0.0 -0.1 0.2 -0.186
C -2.524 -3.186 2.184 0.3 0.0 0.1 0.074
C -2.722 -4.639 1.882 -0.2 -0.2 -0.1 -0.655
C -3.585 -2.276 2.064 -0.3 0.3 0.1 -0.224
C -3.389 -0.922 2.266 0.4 0.0 -0.2 -0.110
H -3.505 3.543 3.309 0.2 -0.1 0.1 0.225
H -2.434 2.709 4.487 -0.1 0.1 -0.3 0.212
H -1.718 3.595 3.095 -0.2 -0.3 0.0 0.208
H -0.746 1.250 2.809 -0.3 0.0 -0.4 0.217
H -0.072 -0.992 3.119 -0.1 -0.2 -0.2 0.231
H -0.463 -3.449 2.768 -0.2 0.2 0.0 0.226
H -3.767 -4.850 1.637 0.2 0.0 0.1 0.230
H -2.111 -4.940 1.021 -0.1 0.1 0.2 0.248
H -2.428 -5.273 2.727 0.0 0.2 -0.1 0.242
H -4.578 -2.653 1.803 0.3 0.2 0.1 0.234
H -4.194 -0.193 2.162 0.2 -0.3 -0.1 0.234
F 6.647 1.843 1.411 -1.0 -0.3 -0.4 -0.267
C 5.461 1.466 0.899 0.4 0.2 0.1 0.325
C 5.235 1.548 -0.476 0.3 0.1 -0.4 0.255
F 6.208 1.990 -1.298 -0.7 -0.3 0.7 -0.274
C 4.003 1.152 -0.989 0.0 0.0 -0.3 0.446
F 3.836 1.211 -2.336 0.1 0.0 0.9 -0.312
C 2.970 0.662 -0.185 0.6 0.1 0.2 -0.677
Si 1.322 0.129 -0.853 -0.5 0.5 0.5 1.911
C 0.902 1.017 -2.439 -0.2 0.4 -0.6 -0.680
C 0.617 0.410 -3.668 0.1 -0.5 0.0 0.447
F 0.659 -0.944 -3.780 -0.2 0.9 0.0 -0.312
C 0.339 1.134 -4.827 0.0 -0.3 -0.5 0.250
F 0.094 0.495 -5.989 0.2 0.5 0.9 -0.273
C 0.343 2.528 -4.793 -0.1 0.2 -0.4 0.330
F 0.092 3.238 -5.908 0.2 -0.6 1.0 -0.264
C 0.633 3.178 -3.593 0.0 0.4 0.2 0.247
F 0.648 4.526 -3.537 0.0 -1.0 0.0 -0.277
C 0.924 2.416 -2.463 0.2 0.3 0.2 0.430
F 1.309 3.079 -1.338 -0.4 -0.4 -0.7 -0.310
C 1.298 -1.727 -1.085 -0.2 -0.7 0.0 -0.663
C 2.443 -2.442 -1.459 0.4 0.4 -0.2 0.444
F 3.599 -1.765 -1.694 -0.8 -0.5 0.3 -0.309
C 2.450 -3.813 -1.701 0.4 -0.3 -0.2 0.255
F 3.576 -4.437 -2.103 -0.9 0.5 0.4 -0.271
C 1.265 -4.537 -1.565 0.1 -0.4 -0.1 0.329
F 1.240 -5.859 -1.811 0.0 1.2 0.3 -0.265
C 0.097 -3.864 -1.208 -0.5 -0.2 0.0 0.242
F -1.068 -4.550 -1.114 0.8 0.6 -0.1 -0.288
C 0.131 -2.488 -1.002 -0.4 0.2 -0.1 0.436
F -1.058 -1.846 -0.802 0.8 -0.5 0.1 -0.325
O 0.223 0.650 0.373 1.0 -0.5 -0.3 -0.824
C -0.829 1.437 0.319 -2.5 -0.8 -1.5 0.624
C -2.113 1.138 -0.106 2.3 -1.0 0.1 -0.291
C -2.832 2.381 -0.360 -0.9 0.8 -0.3 -0.479
C -1.907 3.444 0.231 0.5 0.0 0.0 -0.062
O -0.685 2.713 0.653 0.3 1.6 0.1 -0.512
C 3.255 0.553 1.175 0.0 -0.2 0.2 0.432
F 2.345 -0.039 1.999 0.5 0.4 -0.4 -0.321
C 4.460 0.970 1.733 0.0 -0.1 0.4 0.249
F 4.675 0.866 3.060 -0.1 0.0 -0.9 -0.279
H -2.405 0.153 -0.447 0.0 0.1 0.1 0.248
H -2.924 2.560 -1.447 -0.2 -0.2 0.4 0.239
H -3.846 2.416 0.060 0.1 0.0 0.0 0.230
H -1.603 4.170 -0.531 0.1 -0.1 0.4 0.213
H -2.335 3.957 1.100 0.4 -0.1 -0.3 0.193